Molecular formula: C2H5N3OS
Method: DFT, ωB97M-V/def2-TZVPD

```
12
Properties=species:S:1:pos:R:3:forces:R:3
C 0.058284 -0.256703 -1.372378 0.136 0.357 0.947
C -0.508056 1.008863 -0.753321 -0.487 -0.065 1.096
H 2.142306 -1.416407 0.630640 1.054 -0.665 0.005
H 1.275089 0.040616 0.886847 0.035 -1.757 -0.733
H -0.151885 -0.439755 -2.411553 -0.155 -0.039 -0.170
H -1.110562 1.754719 1.119952 0.048 -0.993 -1.008
H -0.627730 -1.132778 1.716702 -0.289 0.126 -0.105
N 1.299848 -0.940832 0.467703 -1.434 2.645 0.537
N 0.864121 -1.072184 -0.802135 0.223 0.027 -0.494
N -0.963469 0.872507 0.584199 0.242 0.639 0.194
O -0.550038 2.094681 -1.279466 0.350 -0.310 -0.298
S -1.727910 -0.512728 1.212812 0.276 0.034 0.027
```
Positions in Å, forces in eV/Å.

Results
Multiplicity: 1
E_tot in hartree: -716.851337
Structure (SMILES): N/N=C\C(=O)NS
Net charge: 0
Energy relative to the best compared isomer or geometry (same formula, charge and spin) in kJ/mol: 234.6

Atomic partial charges in e from the natural (NBO) method, atoms 1 to 4:
1 C -0.10
2 C 0.61
3 H 0.38
4 H 0.36